Density functional theory data (the ωB97M-V functional and the def2-TZVPD basis) for a gas-phase ion, C8H17ClNO2 (charge +1).

Last columns: bonded neighbours and bond lengths (Å).
Atoms and positions in Å:
1 C -2.62 -1.39 1.87  C2 1.327, H13 1.130, H14 1.090
2 C -2.25 -0.28 1.24  C1 1.327, C3 1.496, H15 1.095
3 C -1.80 -0.39 -0.18  C2 1.496, Cl4 1.761, N5 1.607, H16 1.096
4 Cl -2.92 0.41 -1.27  C3 1.761
5 N -0.31 0.14 -0.47  C3 1.607, C6 1.553, C7 1.460, C10 1.535
6 C 0.07 -0.10 -1.95  N5 1.553, H17 1.027, H18 1.085, H19 1.009
7 C -0.19 1.56 -0.17  N5 1.460, C8 1.533, H20 1.137, H21 1.189
8 C 1.22 2.15 -0.19  C7 1.533, O9 1.395, H22 1.135, H23 1.185
9 O 1.52 2.42 1.15  C8 1.395, H24 1.012
10 C 0.64 -0.60 0.49  N5 1.535, C11 1.534, H25 1.122, H26 1.158
11 C 1.91 -1.24 -0.07  C10 1.534, O12 1.438, H27 1.132, H28 1.206
12 O 1.48 -2.38 -0.82  C11 1.438, H29 0.954
13 H -3.11 -1.25 2.88  C1 1.130
14 H -2.67 -2.39 1.45  C1 1.090
15 H -2.36 0.68 1.75  C2 1.095
16 H -1.94 -1.48 -0.23  C3 1.096
17 H 0.38 -1.08 -2.05  C6 1.027
18 H -0.72 0.19 -2.64  C6 1.085
19 H 0.86 0.50 -2.15  C6 1.009
20 H -0.84 2.20 -0.85  C7 1.137
21 H -0.57 1.75 0.94  C7 1.189
22 H 2.06 1.48 -0.57  C8 1.135
23 H 1.33 3.03 -0.96  C8 1.185
24 H 2.40 2.91 1.22  O9 1.012
25 H 0.93 0.09 1.33  C10 1.122
26 H 0.02 -1.49 0.91  C10 1.158
27 H 2.74 -0.74 -0.65  C11 1.132
28 H 2.46 -1.76 0.87  C11 1.206
29 H 2.26 -2.92 -0.89  O12 0.954

LUMO energy in eV: -2.575
Electronic energy in Eh: -980.08979
Net charge: +1
SMILES: C=C[C@@H](Cl)[N+](C)(CCO)CCO

Density functional theory data (the ωB97M-V functional and the def2-TZVPD basis) for 2 unconnected molecules or ions with the total composition C5H13NO.

Last columns: bonded neighbours and bond lengths (Å).
Atoms and positions in Å:
1 C -1.74 -1.78 0.54  C2 1.497, H7 1.090, H8 1.065, H9 1.080
2 C -1.15 -1.03 -0.61  C1 1.497, C3 1.539, H10 1.114, H11 1.088
3 C -1.30 0.50 -0.60  C2 1.539, C4 1.540, H12 1.100, H13 1.078
4 C -0.74 1.14 0.68  C3 1.540, N6 1.447, H14 1.132, H15 1.107
5 C 1.61 1.77 0.68  N6 1.349, H16 1.124, H17 1.106
6 N 0.67 0.81 0.72  C4 1.447, C5 1.349
7 H -1.02 -1.86 1.35  C1 1.090
8 H -2.78 -1.55 0.63  C1 1.065
9 H -1.72 -2.85 0.38  C1 1.080
10 H -0.09 -1.35 -0.76  C2 1.114
11 H -1.61 -1.34 -1.55  C2 1.088
12 H -0.90 1.02 -1.49  C3 1.100
13 H -2.35 0.73 -0.58  C3 1.078
14 H -1.21 0.62 1.56  C4 1.132
15 H -0.97 2.22 0.73  C4 1.107
16 H 2.21 2.03 1.60  C5 1.124
17 H 1.62 2.45 -0.19  C5 1.106
18 H 1.88 -0.53 -0.50  O20 0.990
19 H 1.97 -1.21 -1.75  O20 0.960
20 O 2.58 -0.94 -1.06  H18 0.990, H19 0.960

LUMO energy (spin up / spin down) in eV: 3.954 / 3.918
<S²>: 0.7545
Electronic energy in Eh: -328.19414
Net charge: -1
Spin multiplicity: 2